{"formula": "C12H26BeFN2NbO4", "method": "the ωB97M-V functional and the def2-TZVPD basis", "species": ["Nb", "F", "O", "O", "O", "O", "N", "N", "C", "C", "C", "C", "C", "C", "C", "C", "C", "C", "C", "C", "Be", "H", "H", "H", "H", "H", "H", "H", "H", "H", "H", "H", "H", "H", "H", "H", "H", "H", "H", "H", "H", "H", "H", "H", "H", "H", "H"], "coordinates": [[0.24190, -1.43094, 0.72892], [0.60771, -3.78838, 3.15181], [-1.22289, -4.91098, 2.93756], [0.64145, -3.03929, -1.91629], [2.42166, -2.93096, -0.61496], [-1.11806, 2.75684, -0.39052], [-1.94720, -0.91947, 2.69468], [1.25399, 1.54381, -3.84656], [-1.46788, -0.90492, -0.65656], [-1.46575, 0.52381, -1.25661], [1.67570, 2.28149, -2.64226], [-1.98192, 1.61842, -0.28972], [-0.85437, -3.41462, 1.17402], [2.70521, 1.49054, -1.83787], [-0.51599, -4.08033, 2.48014], [1.29962, -2.73920, -0.96444], [1.53333, 0.25971, 0.09852], [2.17988, 0.12601, -1.31339], [-0.83410, 3.30278, 0.89310], [-0.60748, -0.36634, 2.50077], [-1.24490, -0.43879, 5.00247], [-2.39621, -1.01690, -0.07545], [2.38562, 0.26961, 0.79549], [1.43559, -0.21373, -2.04163], [-2.95458, 1.96164, -0.65755], [-2.56828, -0.38357, 2.09566], [-2.32572, -0.78564, 3.69162], [-1.49048, -1.65271, -1.45762], [3.16824, 2.08465, -1.04505], [1.59159, -1.97401, 1.83645], [3.04582, -0.53103, -1.28549], [-2.08601, 1.25614, 0.73587], [-0.58894, 0.72329, 2.38998], [0.81201, 2.59581, -2.04571], [-1.76032, 3.35694, 1.47182], [3.50945, 1.24431, -2.54043], [-0.52710, 0.82658, -1.71455], [2.17022, 3.20057, -2.97134], [-1.90714, -3.14893, 1.11885], [-0.41329, 4.29561, 0.73737], [-0.07369, 2.70630, 1.41245], [1.03664, 1.23335, 0.19143], [-0.66589, -4.15897, 0.39382], [1.13870, 2.19051, -4.61271], [-2.20104, 0.51255, -2.07182], [0.36303, 1.09731, -3.67912], [0.00185, -0.62889, 3.39487]], "atomic_forces_ev_per_a": [[-2.205, 4.201, 3.324], [0.221, 0.447, -0.374], [-0.362, -0.414, 0.562], [-1.816, 1.611, 1.466], [-0.834, 1.858, 2.844], [0.050, -0.210, 0.930], [-0.123, 0.495, -0.325], [0.166, 0.063, 0.337], [0.507, 0.006, 0.053], [-1.237, -0.341, -0.085], [0.217, 0.352, -0.035], [0.563, 0.181, -1.366], [2.562, -0.031, -1.055], [0.041, -0.702, -0.550], [-1.116, -0.597, -0.354], [2.768, -4.542, -5.447], [1.275, -1.399, -0.903], [-0.166, 1.434, 0.340], [0.049, 0.096, -0.606], [-0.067, -0.667, 0.336], [0.436, 0.275, 1.451], [0.030, -0.206, -0.133], [-0.264, 0.004, 0.202], [0.285, -0.313, -0.092], [-0.155, -0.195, 0.372], [-0.315, -0.210, 0.097], [0.199, -0.360, -1.455], [-0.213, 0.053, 0.033], [-0.244, -0.011, 0.111], [-0.044, -0.330, 0.043], [-0.311, -0.360, 0.052], [0.168, 0.083, 0.043], [0.285, -0.063, -0.242], [0.129, -0.074, 0.166], [0.182, 0.175, 0.221], [-0.012, 0.170, -0.008], [0.143, 0.024, 0.320], [-0.091, -0.005, 0.022], [0.026, 0.059, 0.207], [-0.141, 0.034, 0.069], [-0.169, -0.050, 0.127], [-0.504, -0.282, 0.005], [-0.194, -0.222, 0.208], [-0.140, -0.067, -0.089], [0.256, 0.007, -0.147], [-0.077, -0.033, -0.201], [0.240, 0.056, -0.470]], "orbital_gap_ev": 4.833, "e_tot_ha": -1054.44890}